# 1
DFT (ωB97M-V/def2-TZVPD) results for C5H10N2O as an isolated structure.

Geometry as XYZ:
```
18
Properties=species:S:1:pos:R:3:forces:R:3
O -0.880324 0.322382 -1.392768 0.035 -0.105 0.334
N 0.190039 1.642941 0.353020 0.058 -2.765 -1.479
N -2.284959 0.001423 1.233827 1.281 0.103 -1.405
C -0.002922 0.145783 -0.343754 2.235 3.675 -2.048
C 1.461553 -1.411938 -1.695399 -0.523 -0.596 0.141
C 1.072205 -0.665176 -0.457101 -0.374 0.131 0.446
C -0.336286 1.438884 1.676342 -1.170 -1.371 0.244
C -1.002130 0.047936 1.437640 -1.928 1.458 3.954
H -0.432909 -0.688656 2.017511 0.076 -0.794 -1.187
H 1.714760 -0.739040 -2.520319 0.015 0.150 0.079
H 0.653014 -2.056796 -2.053770 0.038 -0.077 -0.060
H -0.476259 2.189925 -0.184242 -0.110 -0.257 -0.098
H 1.709290 -0.769731 0.409209 0.232 0.394 -0.024
H -2.596660 -0.903773 0.860378 0.106 -0.028 0.849
H 2.325521 -2.050950 -1.513167 -0.073 0.058 -0.016
H -0.506444 -0.042590 -2.201756 0.018 -0.153 0.007
H -1.070431 2.188354 1.965203 0.047 0.009 0.109
H 0.462943 1.351022 2.409146 0.037 0.168 0.153
```
Positions in Å, forces in eV/Å.

## Properties
Energy above the lowest of the compared OMol25 structures with the same formula, charge and spin   456.17 kJ/mol
Highest occupied orbital energy   -8.204 eV
Strongest force on any atom   4.76 eV Å⁻¹
Electronic energy   -10370.5773 eV
Molar mass   114.1 Da
Net charge   0

These are the Mulliken partial charges, in e, on atoms 1 to 4: atom 1 (O): -0.542, atom 2 (N): -0.398, atom 3 (N): -0.754, atom 4 (C): 0.398

***

# 2
DFT (ωB97M-V/def2-TZVPD) results for C2H3Br5Si as an isolated structure.

Geometry as XYZ:
```
11
Properties=species:S:1:pos:R:3:forces:R:3
Br -1.359115 1.353774 0.062306 0.537 -0.208 -0.472
Br 0.392076 -2.824837 0.309171 0.792 -1.441 0.048
Br -0.056024 1.853533 -2.765634 -0.351 0.151 0.033
Br -2.441261 -1.502324 1.154848 1.323 -0.590 -0.617
Br -3.039578 1.570071 2.545023 0.027 0.230 0.079
Si 1.745749 0.227195 -0.436150 -2.728 0.112 1.434
C -0.624035 -1.339741 0.414330 -2.084 2.170 0.134
C -0.160714 -0.161022 -0.027660 0.183 -0.695 0.910
H 1.651992 -0.351551 -1.774264 0.975 0.181 -0.249
H 2.574097 -0.476798 0.627792 -0.239 0.456 -0.763
H 1.316811 1.651698 -0.109759 1.565 -0.367 -0.537
```
Positions in Å, forces in eV/Å.

## Properties
Energy above the lowest of the compared OMol25 structures with the same formula, charge and spin   85.16 kJ/mol
Highest occupied orbital energy (spin up / spin down)   -9.469 / -9.656 eV
Strongest force on any atom   3.08 eV Å⁻¹
Electronic energy   -360208.3063 eV
Molar mass   454.7 Da
Net charge   0

These are the Mulliken partial charges, in e, on atoms 1 to 4: atom 1 (Br): -0.020, atom 2 (Br): -0.081, atom 3 (Br): -0.082, atom 4 (Br): -0.115